116
Properties=species:S:1:pos:R:3:forces:R:3:mulliken_charge:R:1 method="wB97M-V/def2-TZVPD" total_charge=+1 e_homo_ev=-11.33 total_energy_ha=-5172.0691 lumo_ev=-2.9 spin_multiplicity=1 orbital_gap_ev=8.47
Br -0.632135 -4.927619 2.354708 0.371 0.292 0.141 -0.198
P -3.572951 0.146668 6.108056 -0.733 -2.173 -0.145 0.135
P -1.333970 -3.119303 3.412833 -1.034 -0.655 0.912 -0.044
O 1.416726 1.721409 -4.823577 -0.078 -0.251 0.031 -0.392
O -4.274204 1.589380 6.204436 0.730 0.872 0.094 -0.488
O 0.017833 -2.266347 3.685417 0.491 0.347 -0.989 -0.349
O 3.290578 1.657208 1.450992 -0.292 0.133 0.285 -0.198
O -5.389684 -0.871332 -3.853771 0.238 -0.118 0.117 -0.410
O 5.190564 -2.280711 -0.359281 -0.133 0.110 0.168 -0.382
N -2.336906 0.295283 4.851024 0.014 0.912 1.010 0.103
N -3.812655 -0.400447 3.233790 -1.159 -0.749 0.283 -0.161
N -1.707860 0.154191 2.643412 2.467 0.141 -1.860 1.319
C -4.744710 0.373649 -3.987158 0.002 -0.019 -0.537 -0.791
C -6.050857 -1.090026 -2.643590 0.046 -0.249 -0.233 -0.529
C 5.305275 1.277045 0.175628 0.323 -0.181 -0.089 -1.060
C -2.684563 2.959232 2.374818 0.359 0.188 -0.074 -1.794
C -2.446047 0.055964 7.528451 0.182 0.662 -1.007 -0.974
C 4.504353 2.946447 3.174016 -0.046 0.032 -0.119 -1.225
C -2.749103 -0.282759 0.458454 -0.132 -0.065 0.880 -2.110
C -0.316369 -1.061804 -2.337867 -0.582 -0.583 -0.629 0.246
C 4.555515 -4.022821 1.265612 0.176 -0.100 -0.020 -1.249
C 5.913049 -3.128943 -1.233605 0.145 -0.137 -0.122 -0.343
C 4.087266 2.136815 0.378586 0.046 0.067 -0.177 -0.142
C 1.424900 2.474991 -3.630532 0.006 0.109 0.134 0.205
C -1.253040 -0.939709 -3.529551 0.034 -0.147 0.886 -1.817
C -0.416349 -0.992938 0.892326 0.175 0.029 0.372 -0.717
C 3.984985 1.602766 2.691253 -0.046 -0.059 0.138 -0.273
C 1.646380 2.443994 -6.021292 0.021 0.134 -0.131 -0.370
C -3.331031 0.135726 -4.434202 -0.080 0.247 0.586 -1.033
C 0.370273 3.568843 -3.580844 -0.015 -0.006 -0.103 -1.091
C -3.113719 -3.902645 0.298500 0.623 2.480 2.672 -0.326
C -1.786957 -0.847156 1.529682 -1.139 0.411 -1.244 1.658
C -2.438157 -0.072015 -3.235815 0.191 0.108 -0.577 0.880
C -2.420002 -2.133688 2.111412 1.244 -0.011 1.088 2.359
C -1.138098 2.579289 0.410829 -0.349 0.439 0.482 -1.975
C -3.703940 -1.820170 2.901481 -0.068 0.512 0.332 -1.508
C -1.310204 2.549611 1.915992 -0.208 -0.613 -0.496 1.007
C -0.816956 -2.134267 -1.394542 0.477 0.489 0.122 -1.215
C -2.798338 -3.081086 1.145283 -0.766 -2.565 -3.393 -1.474
C -0.124832 -2.129481 -0.051961 -0.636 -0.143 -0.282 -0.905
C 4.126339 -2.903082 0.340381 -0.191 0.091 -0.063 0.181
C -2.572414 0.055522 3.573948 -1.079 0.267 1.500 -0.310
C 2.988770 3.152051 -6.069737 0.010 -0.020 0.162 -1.047
C 5.066294 -3.750248 -2.330478 -0.136 0.020 0.076 -1.041
C -0.797731 1.288042 2.600340 0.062 0.683 0.472 -2.423
H 5.943868 1.288522 1.059859 0.123 0.058 -0.151 0.280
H -0.204831 -0.110018 -1.852992 0.263 0.641 0.295 -0.462
H -1.879649 -2.104305 -1.327246 -0.911 0.095 0.259 0.134
H 1.598195 1.703855 -6.818422 -0.024 -0.085 0.036 0.363
H -0.291610 2.014117 0.096214 0.584 -0.557 -0.386 0.217
H -5.624255 -0.529414 -1.831208 0.263 0.493 0.461 0.122
H -2.236683 -0.081083 -0.441341 0.385 -0.079 -1.098 -0.145
H 6.678262 -2.497939 -1.682450 0.014 0.089 0.034 0.365
H 3.366266 -3.251621 -0.370615 0.020 -0.061 0.061 0.078
H -0.236421 -0.088594 0.354377 0.070 0.797 -0.430 -0.770
H 3.117901 3.643383 -7.033106 -0.005 -0.008 -0.040 0.400
H 3.656157 -2.114962 0.933768 0.087 0.100 -0.078 0.164
H -3.606711 -0.904405 0.300445 -0.358 -0.513 -0.399 0.510
H 5.899038 1.631600 -0.665635 -0.001 0.031 -0.055 0.444
H -0.733972 -0.611837 -4.404872 0.348 0.378 -0.609 0.606
H 0.332355 -0.994816 1.650877 0.565 -0.235 0.742 1.049
H 1.230474 1.757621 -2.831140 0.031 -0.096 -0.043 -0.183
H -7.098544 -0.882605 -2.717504 -0.809 0.369 -0.013 0.326
H -1.397407 0.554108 5.109366 0.171 0.110 -0.031 0.350
H 3.268805 1.213068 3.414738 -0.125 -0.032 -0.028 0.316
H 0.397330 4.074364 -2.614599 0.007 -0.010 0.025 0.356
H -0.279063 -3.080206 0.401841 -0.152 -0.667 0.578 0.177
H -5.272408 0.987986 -4.693318 -0.481 0.307 -0.464 0.486
H 0.922352 -2.089094 -0.259242 0.949 0.122 -0.043 0.452
H -3.481369 2.584596 1.763327 -0.517 -0.464 -0.243 0.267
H -0.948998 3.590671 0.130152 0.141 0.838 -0.377 0.644
H 0.177222 1.096998 2.233793 0.815 -0.830 -0.514 1.127
H 0.524260 4.322146 -4.353036 0.041 0.051 0.035 0.408
H -4.716813 0.913337 -3.055376 -0.213 0.276 0.649 0.309
H 4.290043 -4.403131 -1.928952 0.061 -0.072 -0.018 0.251
H 0.618948 -1.404818 -2.725485 1.016 0.139 0.009 0.609
H 5.690973 -4.347434 -2.993196 0.037 0.005 -0.021 0.405
H -3.053457 -0.494388 -2.468539 -0.275 -0.514 0.726 -0.045
H 4.362807 3.184761 0.537867 -0.002 -0.009 0.056 0.298
H -4.158010 0.137023 2.454763 -0.017 -0.017 -0.296 0.352
H -5.953124 -2.125804 -2.396531 0.068 -0.823 0.141 0.248
H -2.794148 -0.707163 8.182168 -0.393 -0.423 0.672 0.366
H -2.034461 2.297365 -0.099707 -0.407 -0.454 -0.479 0.291
H -3.326047 -0.763187 -5.009802 -0.016 -0.549 -0.751 0.557
H -3.119850 0.662446 0.781111 -0.339 0.807 0.250 0.020
H 4.797093 0.871162 2.638068 -0.034 0.045 0.042 0.290
H 4.983621 2.836408 4.146298 -0.009 -0.026 0.028 0.427
H 3.687928 3.663826 3.266661 -0.022 0.006 0.022 0.295
H -0.643440 3.292764 2.288298 0.743 0.578 0.453 0.984
H -0.624672 3.144922 -3.727729 -0.021 -0.021 0.021 0.174
H -2.985826 0.959643 -5.026157 0.300 0.406 -0.536 0.405
H -2.752053 4.021849 2.332089 -0.203 0.920 -0.164 0.522
H 4.574826 -2.974498 -2.918458 0.021 0.025 -0.034 0.270
H -2.822497 2.720824 3.407799 -0.384 -0.313 0.764 0.379
H 2.422874 2.888618 -3.441981 -0.029 0.061 -0.025 0.328
H -0.632047 1.607202 3.604359 0.114 0.027 0.954 0.540
H -3.721480 -2.372235 3.817321 0.013 -0.435 0.707 0.447
H -4.570342 -2.117997 2.365379 -0.730 -0.115 -0.589 0.548
H -0.593167 -3.075753 -1.848182 0.104 -0.804 -0.397 0.768
H -3.477754 -4.609404 -0.363520 -0.323 -0.908 -0.926 0.624
H 3.079686 3.913659 -5.294140 -0.030 0.057 -0.044 0.250
H 3.458239 2.118105 -0.511032 -0.144 -0.087 0.045 0.135
H 5.275346 -3.653260 1.996383 -0.010 0.003 0.039 0.332
H 5.022609 0.240465 -0.012002 0.016 -0.016 -0.045 0.178
H 3.690798 -4.423422 1.794847 -0.032 0.019 0.029 0.380
H 6.441382 -3.902524 -0.665008 -0.054 -0.024 -0.015 0.296
H 0.829088 3.150607 -6.202757 0.020 0.045 0.027 0.315
H -1.476680 -0.237440 7.184187 0.787 -0.303 -0.100 0.308
H -2.347316 1.008144 8.009255 -0.037 0.515 0.489 0.348
H -1.616054 -1.933765 -3.707826 -0.219 -0.700 -0.531 0.409
H 5.237856 3.369453 2.489028 0.078 -0.024 0.042 0.270
H -0.057876 -1.825708 4.529283 0.127 -0.015 0.538 0.307
H -5.206966 1.417991 6.315602 -0.625 0.218 -0.137 0.348
H 5.024958 -4.847559 0.728499 -0.066 -0.023 -0.019 0.307
H 3.800962 2.438651 -5.929889 0.018 -0.025 -0.031 0.289
H -2.076585 0.870522 -2.865819 0.088 0.773 0.273 0.053

41
Properties=species:S:1:pos:R:3:forces:R:3:mulliken_charge:R:1 method="wB97M-V/def2-TZVPD" de_lowest_kcal_mol=448.2 e_homo_ev=-7.92 total_energy_ha=-1487.0367 lumo_ev=-0.5 spin_multiplicity=1 orbital_gap_ev=7.40
Cl -2.125239 4.239850 -2.564548 0.212 -2.740 1.394 -0.255
O 5.781827 1.643299 0.471169 1.549 0.462 0.875 -0.674
O 4.964875 1.478325 -1.398028 0.077 -0.020 -9.430 -0.644
N -0.948013 -0.239189 1.886871 -0.409 -0.952 1.792 -0.609
N -1.691809 -1.554825 -1.026269 -0.835 -9.162 2.161 0.227
N -1.021227 -1.468142 1.441481 3.490 -0.631 -2.473 0.758
N 4.834674 1.487108 -0.282386 5.248 0.820 5.809 1.048
C -2.709964 1.864424 -1.071008 -8.273 -0.634 9.734 -0.409
C -2.216029 -2.155166 1.203542 -3.796 4.164 4.887 -0.956
C -1.905065 -0.423638 -1.364097 -0.998 15.426 -0.027 0.820
C 2.449469 1.120972 2.373722 1.050 0.053 1.526 -0.673
C 1.324062 0.935659 1.676893 -0.409 -4.933 -4.599 0.551
C -2.682127 0.600243 -0.539415 3.669 -3.219 -6.172 -0.604
C -1.054555 0.310280 -2.230108 1.742 -8.868 -3.119 -0.408
C -0.437604 -2.139150 -0.851501 4.005 -1.800 -1.811 -0.555
C 0.105995 0.400980 2.247711 -2.023 4.789 2.286 -0.879
C -1.170408 1.519103 -2.638098 1.209 6.750 -2.453 -0.241
C 1.436489 0.675176 0.121140 4.755 2.946 5.726 -0.969
C -1.937899 2.436830 -1.837631 5.265 4.200 -8.926 -0.222
C 2.669193 0.951440 -0.452831 -7.558 -1.345 -2.598 -0.397
C 0.048166 -2.199018 0.633020 0.550 6.118 -1.317 -0.525
C 3.640376 1.318712 1.547065 -0.712 1.423 17.402 0.659
C 3.671581 1.257900 0.333585 0.078 -0.048 -5.863 -0.687
C -2.704339 -2.116311 -0.238542 3.571 -8.491 1.673 -0.990
H -3.045186 -1.364847 2.086041 1.975 -2.231 -2.874 0.272
H 2.406708 0.982650 3.620895 0.539 0.780 -3.792 0.194
H -3.706922 -2.020234 -0.240529 -3.031 1.760 -1.148 0.506
H 2.654399 1.081061 -1.519869 0.678 -0.455 -0.273 0.504
H 1.047239 -1.578753 0.598677 -1.882 -1.464 0.803 0.123
H 0.154273 -3.102749 1.077892 0.442 -2.978 0.870 0.442
H -0.652602 1.939095 -3.578176 -0.658 -0.888 1.742 0.304
H -3.473291 2.399086 -0.398387 1.122 0.212 -1.402 0.201
H -3.221758 0.313650 0.245434 -2.345 -0.978 2.933 0.607
H 0.550775 0.466971 -0.261547 -3.531 -0.787 -2.471 1.314
H 0.359079 -1.637722 -1.549507 -1.663 -0.495 1.702 0.283
H -0.236393 1.225493 3.065307 0.534 -1.601 -1.685 0.241
H -0.387317 -3.166175 -1.253808 -0.561 0.115 0.104 0.375
H 4.391948 1.603780 2.424963 -0.438 -0.705 -3.298 0.300
H -2.136168 -2.972918 1.895343 -0.546 -1.486 -0.852 0.614
H -0.365908 -0.669782 -3.081845 -1.878 3.399 2.383 0.121
H -2.661303 -3.443470 -0.572621 -0.213 3.495 0.781 0.232

33
Properties=species:S:1:pos:R:3:forces:R:3:mulliken_charge:R:1 method="wB97M-V/def2-TZVPD" de_lowest_kcal_mol=105.1 total_charge=+1 e_homo_ev=-11.69 total_energy_ha=-651.9528 lumo_ev=-5.1 spin_multiplicity=1 orbital_gap_ev=6.63
O 5.081206 -0.148339 0.588290 1.248 -1.947 2.009 -0.488
O 0.038193 2.360784 0.130860 1.516 -1.083 -0.790 -0.452
N 3.743124 -0.368205 0.238429 -1.039 -2.978 0.531 -0.046
N 3.567101 1.750996 -0.313102 1.460 0.284 0.122 -0.312
C -1.189691 -2.311645 -0.882784 1.538 1.228 1.280 -1.668
C -0.308493 0.073670 -0.344327 -1.966 -0.895 0.843 0.483
C -2.398752 -0.082084 0.092171 3.283 -0.401 -0.400 -0.105
C 2.937817 0.611071 -0.139257 -0.588 -1.097 -0.093 -0.044
C -0.435566 1.145039 0.665859 4.399 1.553 2.161 0.648
C -1.870103 1.109919 0.887586 -2.291 0.413 -0.233 -1.566
C -2.312747 0.386598 -1.396181 -0.312 -1.367 -0.367 -1.031
C -0.824786 -1.727698 1.668081 1.061 0.321 -2.164 -1.385
C -0.750261 0.527177 -1.697704 -1.194 -3.036 1.523 -1.391
C -1.048213 -1.179720 0.182617 0.574 0.678 -0.831 1.157
H 4.589983 1.787950 -0.305915 -0.490 0.028 0.252 0.213
H -0.473920 3.119026 0.307188 -1.198 1.096 0.679 0.286
H -2.788832 -0.312681 -2.105586 0.418 0.139 0.378 0.311
H -0.964034 -0.924816 2.372694 0.432 0.170 0.400 0.419
H -2.746898 1.341242 -1.609391 -0.559 0.546 0.371 0.429
H -2.279987 2.013215 0.475016 -0.365 0.487 -0.572 0.559
H 3.126550 2.613246 -0.508817 -0.786 0.401 -0.249 0.207
H -2.192774 1.221034 1.880440 -0.107 -0.604 1.646 0.267
H 3.507720 -1.417130 0.280646 0.100 2.758 -0.307 0.275
H -0.426331 -3.096333 -0.717897 -0.433 0.486 -0.354 0.385
H -1.608678 -2.432266 1.858465 -0.443 -0.545 0.011 0.436
H -2.138352 -2.683111 -0.721167 -2.011 -1.440 0.452 0.506
H 0.199547 0.980766 1.634897 -1.151 -0.262 -1.741 0.319
H 5.284992 -0.821726 1.368526 -0.670 2.264 -2.319 0.356
H -0.529540 -0.188081 -2.445302 0.622 -0.241 -0.935 0.458
H -1.244533 -1.935346 -1.891349 0.578 -0.052 -0.279 0.331
H -3.151228 -0.636778 0.585800 -1.400 -0.333 -0.283 0.639
H -0.564429 1.506719 -1.899518 1.123 2.370 -0.681 0.520
H 0.171919 -2.282499 1.760725 -1.350 1.060 -0.059 0.284